Record 1
Computed, not measured: C2H3N in the gas phase at a distorted geometry, with ωB97M-V/def2-TZVPD.

Cartesian coordinates (Å):
C1 0.528 0.142 -0.010
C2 -0.896 0.067 -0.002
N1 -2.040 -0.004 0.008
H1 0.780 0.237 -1.052
H2 0.817 -1.032 0.144
H3 0.811 0.591 0.912

Properties
SMILES: CC#N
Frontier orbital gap: 12.14 eV
Energy above the lowest of the compared OMol25 structures with the same formula, charge and spin: 0.7125 eV
E_HOMO: -11.414 eV

Need the natural (NBO) charges? In units of e they are: number 1, C, carries -0.741; number 2, C, carries 0.273; number 3, N, carries -0.332; number 4, H, carries 0.277; number 5, H, carries 0.250; number 6, H, carries 0.274

***

Record 2
Computed, not measured: C33H42CaN10O4 as an isolated structure at a distorted geometry, with ωB97M-V/def2-TZVPD.

Cartesian coordinates (Å):
Ca1 0.241 0.277 0.899
C1 -5.220 3.816 -1.952
C2 -3.883 3.156 -1.755
C3 -2.783 3.492 -2.491
C4 -1.535 2.812 -2.377
C5 -0.526 3.268 -3.250
N1 0.521 2.668 -3.762
C6 0.813 1.240 -3.814
C7 2.317 0.945 -3.723
C8 2.654 0.619 -2.272
N2 4.027 0.161 -2.099
C9 4.514 -0.753 -1.285
C10 3.990 -1.540 -0.247
C11 4.867 -2.576 0.195
C12 4.543 -3.463 1.177
C13 5.461 -4.580 1.590
C14 3.295 -3.294 1.806
C15 2.401 -2.293 1.485
C16 1.158 -2.281 2.254
N3 0.149 -1.502 2.200
C17 -0.920 -1.791 3.154
C18 -2.339 -1.617 2.596
C19 -2.952 -0.213 2.742
N4 -2.942 0.725 1.638
C20 -2.407 0.507 0.515
C21 -2.526 1.517 -0.560
C22 -3.725 2.153 -0.775
C23 -1.361 1.819 -1.343
O1 -0.233 1.299 -1.059
C24 2.714 -1.368 0.423
O2 1.923 -0.437 0.113
H1 -5.199 4.514 -2.787
H2 -5.518 4.360 -1.055
H3 -5.990 3.071 -2.155
H4 -2.866 4.278 -3.235
H5 -0.650 4.290 -3.600
H6 1.117 3.243 -4.342
H7 0.407 0.851 -4.751
H8 0.307 0.759 -2.982
H9 2.894 1.803 -4.083
H10 2.560 0.096 -4.364
H11 1.993 -0.161 -1.926
H12 2.476 1.498 -1.650
H13 4.705 0.602 -2.702
H14 5.567 -0.937 -1.474
H15 5.828 -2.675 -0.300
H16 6.401 -4.538 1.044
H17 5.000 -5.550 1.397
H18 5.685 -4.530 2.656
H19 3.031 -3.994 2.593
H20 1.133 -3.092 2.989
H21 -0.797 -1.130 4.020
H22 -0.823 -2.821 3.512
H23 -2.982 -2.296 3.157
H24 -2.372 -1.959 1.559
H25 -2.488 0.313 3.584
H26 -4.008 -0.307 3.011
H27 -1.876 -0.420 0.255
H28 -4.575 1.877 -0.160
C25 -2.656 -3.792 -3.895
N5 -1.972 -3.463 -2.659
C26 -1.395 -4.427 -1.755
C27 -0.736 -3.509 -0.715
O3 -0.124 -3.913 0.245
N6 -0.963 -2.192 -1.078
C28 -1.656 -2.240 -2.213
N7 -1.994 -1.139 -2.909
H29 -2.579 -4.864 -4.053
H30 -2.196 -3.288 -4.748
H31 -3.714 -3.528 -3.850
H32 -0.644 -5.051 -2.245
H33 -2.142 -5.072 -1.290
H34 -1.910 -0.253 -2.439
H35 -2.673 -1.214 -3.648
C29 2.602 2.295 4.669
N8 1.352 2.714 4.040
C30 0.657 3.788 4.484
C31 -0.523 4.142 3.931
C32 -1.043 3.302 2.903
N9 -0.327 2.278 2.427
C33 0.880 1.991 2.950
O4 1.578 1.083 2.477
N10 -2.257 3.521 2.403
H36 3.019 3.123 5.235
H37 3.302 1.981 3.901
H38 2.426 1.453 5.338
H39 1.095 4.336 5.307
H40 -1.070 5.005 4.278
H41 -2.831 4.241 2.807
H42 -2.700 2.781 1.869

Properties
Total charge: +2
Frontier orbital gap: 7.14 eV
E_HOMO: -12.449 eV

Need the Löwdin charges? In units of e they are: number 1, Ca, carries 1.401; number 2, C, carries -0.036; number 3, C, carries -0.257; number 4, C, carries 0.016; number 5, C, carries -0.106; number 6, C, carries 0.016; number 7, N, carries 0.088; number 8, C, carries -0.144; number 9, C, carries -0.131; number 10, C, carries -0.170; number 11, N, carries 0.084; number 12, C, carries 0.013; number 13, C, carries -0.090; number 14, C, carries 0.019; number 15, C, carries -0.252; number 16, C, carries -0.036; number 17, C, carries 0.057; number 18, C, carries -0.096; number 19, C, carries -0.102; number 20, N, carries -0.090; number 21, C, carries -0.193; number 22, C, carries -0.150; number 23, C, carries -0.190; number 24, N, carries 0.044; number 25, C, carries -0.193; number 26, C, carries -0.145; number 27, C, carries 0.041; number 28, C, carries -0.347; number 29, O, carries -0.181; number 30, C, carries -0.267; number 31, O, carries -0.238; number 32, H, carries 0.082; number 33, H, carries 0.088; number 34, H, carries 0.089; number 35, H, carries 0.127; number 36, H, carries 0.152; number 37, H, carries 0.161; number 38, H, carries 0.139; number 39, H, carries 0.087; number 40, H, carries 0.119; number 41, H, carries 0.126; number 42, H, carries 0.108; number 43, H, carries 0.136; number 44, H, carries 0.158; number 45, H, carries 0.145; number 46, H, carries 0.125; number 47, H, carries 0.081; number 48, H, carries 0.090; number 49, H, carries 0.088; number 50, H, carries 0.137; number 51, H, carries 0.134; number 52, H, carries 0.124; number 53, H, carries 0.120; number 54, H, carries 0.119; number 55, H, carries 0.100; number 56, H, carries 0.117; number 57, H, carries 0.125; number 58, H, carries 0.070; number 59, H, carries 0.136; number 60, C, carries -0.015; number 61, N, carries -0.096; number 62, C, carries -0.030; number 63, C, carries -0.460; number 64, O, carries 0.071; number 65, N, carries 0.164; number 66, C, carries -0.413; number 67, N, carries 0.226; number 68, H, carries 0.099; number 69, H, carries 0.094; number 70, H, carries 0.097; number 71, H, carries 0.143; number 72, H, carries 0.143; number 73, H, carries 0.075; number 74, H, carries 0.109; number 75, C, carries 0.014; number 76, N, carries -0.031; number 77, C, carries -0.018; number 78, C, carries 0.015; number 79, C, carries -0.351; number 80, N, carries 0.136; number 81, C, carries -0.503; number 82, O, carries -0.083; number 83, N, carries 0.202; number 84, H, carries 0.099; number 85, H, carries 0.096; number 86, H, carries 0.107; number 87, H, carries 0.144; number 88, H, carries 0.120; number 89, H, carries 0.123; number 90, H, carries 0.074

***

Record 3
Computed, not measured: C3H3NO2 as an isolated structure at a distorted geometry, with ωB97M-V/def2-TZVPD.

Cartesian coordinates (Å):
C1 -0.315 -1.423 0.157
C2 -0.982 -0.335 -0.343
C3 0.700 -0.435 0.606
N1 -0.322 0.587 0.470
O1 1.853 -0.401 0.846
O2 0.222 2.249 -0.708
H1 -0.498 -2.442 0.246
H2 -1.727 -0.186 -1.006
H3 1.070 2.386 -0.267

Properties
Multiplicity: 3
Frontier orbital gap (spin up / spin down): 8.97 / 8.12 eV
Energy above the lowest of the compared OMol25 structures with the same formula, charge and spin: 1.5248 eV
⟨S²⟩: 2.028
E_HOMO (spin up / spin down): -8.808 / -10.309 eV

Need the natural (NBO) charges? In units of e they are: number 1, C, carries -0.255; number 2, C, carries 0.081; number 3, C, carries 0.618; number 4, N, carries -0.297; number 5, O, carries -0.509; number 6, O, carries -0.500; number 7, H, carries 0.221; number 8, H, carries 0.214; number 9, H, carries 0.426

***

Record 4
Computed, not measured: C4H9NS in the gas phase at a distorted geometry, with ωB97M-V/def2-TZVPD.

Cartesian coordinates (Å):
C1 -3.106 -0.196 0.068
N1 -1.900 0.221 0.181
S1 -0.742 -0.843 -0.421
C2 0.738 -0.065 0.325
C3 0.795 1.321 -0.366
C4 1.915 -0.995 0.110
H1 -3.337 -1.171 -0.334
H2 -3.896 0.483 0.433
H3 0.510 0.123 1.412
H4 1.552 1.891 0.164
H5 -0.204 1.727 -0.313
H6 1.105 1.116 -1.392
H7 2.860 -0.471 0.354
H8 1.926 -1.294 -0.969
H9 1.784 -1.846 0.747

Properties
SMILES: C=NSC(C)C
Frontier orbital gap: 9.44 eV
Energy above the lowest of the compared OMol25 structures with the same formula, charge and spin: 1.2515 eV
E_HOMO: -8.415 eV

Need the natural (NBO) charges? In units of e they are: number 1, C, carries -0.085; number 2, N, carries -0.562; number 3, S, carries 0.364; number 4, C, carries -0.317; number 5, C, carries -0.621; number 6, C, carries -0.627; number 7, H, carries 0.158; number 8, H, carries 0.181; number 9, H, carries 0.214; number 10, H, carries 0.202; number 11, H, carries 0.236; number 12, H, carries 0.203; number 13, H, carries 0.220; number 14, H, carries 0.211; number 15, H, carries 0.221

***

Record 5
Computed, not measured: C34H43N6O4PV as an isolated structure at a distorted geometry, with ωB97M-V/def2-TZVPD.

Cartesian coordinates (Å):
V1 0.486 0.052 -0.171
N1 2.935 1.695 -1.837
C1 3.553 0.794 -0.977
C2 4.942 0.665 -1.070
C3 5.592 -0.202 -0.225
C4 4.838 -0.916 0.705
C5 3.480 -0.729 0.725
N2 2.816 0.103 -0.107
C6 1.800 2.431 -1.597
C7 1.669 3.671 -2.237
C8 0.573 4.457 -1.980
C9 -0.397 3.994 -1.088
C10 -0.231 2.751 -0.544
N3 0.844 1.960 -0.786
H1 3.569 2.129 -2.491
H2 5.491 1.253 -1.794
H3 6.667 -0.310 -0.271
H4 5.302 -1.610 1.390
H5 2.885 -1.275 1.442
H6 2.445 4.002 -2.915
H7 0.473 5.426 -2.452
H8 -1.269 4.585 -0.844
H9 -0.980 2.330 0.119
C11 2.060 -3.937 -0.872
C12 2.259 -3.952 -2.243
C13 1.823 -2.867 -2.982
C14 1.224 -1.792 -2.343
N4 1.091 -1.744 -1.001
C15 1.490 -2.818 -0.301
C16 0.556 -0.708 -3.076
C17 0.549 -0.614 -4.460
C18 -0.269 0.322 -5.070
C19 -1.080 1.111 -4.271
C20 -0.985 0.987 -2.898
N5 -0.158 0.123 -2.295
H10 2.343 -4.775 -0.251
H11 2.720 -4.801 -2.730
H12 1.931 -2.872 -4.056
H13 1.358 -2.794 0.767
H14 1.162 -1.268 -5.061
H15 -0.289 0.417 -6.147
H16 -1.774 1.819 -4.701
H17 -1.604 1.595 -2.260
O1 -1.043 2.032 2.095
C21 -0.344 3.247 2.408
C22 1.007 3.017 3.074
C23 1.831 1.914 2.384
C24 1.356 0.537 2.760
C25 1.577 0.115 4.073
C26 1.125 -1.113 4.508
C27 0.416 -1.907 3.611
C28 0.230 -1.438 2.334
N6 0.717 -0.259 1.881
H18 -1.518 1.746 2.882
H19 -0.960 3.898 3.031
H20 -0.196 3.759 1.456
H21 0.888 2.785 4.134
H22 1.560 3.956 3.015
H23 2.870 2.004 2.708
H24 1.804 2.066 1.308
H25 2.126 0.766 4.740
H26 1.299 -1.441 5.524
H27 0.010 -2.865 3.904
H28 -0.342 -2.031 1.627
C29 -3.242 -2.577 2.676
C30 -2.953 -1.099 2.793
O2 -2.902 -0.461 1.494
P1 -1.927 -0.291 0.268
O3 -2.834 0.662 -0.623
C31 -3.879 1.570 -0.141
C32 -5.245 0.946 -0.289
O4 -1.875 -1.673 -0.526
C33 -3.071 -2.350 -1.038
C34 -2.839 -3.840 -1.030
H29 -3.420 -2.983 3.672
H30 -2.408 -3.121 2.226
H31 -4.139 -2.749 2.082
H32 -2.024 -0.912 3.329
H33 -3.761 -0.590 3.314
H34 -3.788 2.456 -0.768
H35 -3.672 1.841 0.893
H36 -5.433 0.661 -1.323
H37 -6.004 1.671 0.007
H38 -5.349 0.068 0.348
H39 -3.234 -1.979 -2.050
H40 -3.927 -2.072 -0.423
H41 -2.026 -4.115 -1.701
H42 -3.747 -4.341 -1.366
H43 -2.607 -4.199 -0.027

Properties
Total charge: +3
Multiplicity: 3
Frontier orbital gap (spin up / spin down): 7.53 / 7.83 eV
Energy above the lowest of the compared OMol25 structures with the same formula, charge and spin: 0.8962 eV
⟨S²⟩: 2.016
E_HOMO (spin up / spin down): -16.511 / -16.531 eV

Need the Löwdin charges? In units of e they are: number 1, V, carries 0.922; number 2, N, carries 0.156; number 3, C, carries -0.264; number 4, C, carries 0.031; number 5, C, carries 0.000; number 6, C, carries -0.011; number 7, C, carries -0.117; number 8, N, carries 0.068; number 9, C, carries -0.262; number 10, C, carries 0.040; number 11, C, carries 0.012; number 12, C, carries -0.018; number 13, C, carries -0.168; number 14, N, carries -0.014; number 15, H, carries 0.154; number 16, H, carries 0.133; number 17, H, carries 0.136; number 18, H, carries 0.128; number 19, H, carries 0.103; number 20, H, carries 0.135; number 21, H, carries 0.138; number 22, H, carries 0.135; number 23, H, carries 0.080; number 24, C, carries 0.008; number 25, C, carries 0.017; number 26, C, carries 0.042; number 27, C, carries -0.176; number 28, N, carries 0.007; number 29, C, carries -0.099; number 30, C, carries -0.188; number 31, C, carries 0.033; number 32, C, carries 0.008; number 33, C, carries 0.010; number 34, C, carries -0.090; number 35, N, carries 0.038; number 36, H, carries 0.132; number 37, H, carries 0.138; number 38, H, carries 0.125; number 39, H, carries 0.095; number 40, H, carries 0.123; number 41, H, carries 0.135; number 42, H, carries 0.131; number 43, H, carries 0.099; number 44, O, carries -0.118; number 45, C, carries -0.198; number 46, C, carries -0.125; number 47, C, carries -0.117; number 48, C, carries -0.255; number 49, C, carries 0.026; number 50, C, carries 0.017; number 51, C, carries -0.020; number 52, C, carries -0.186; number 53, N, carries -0.030; number 54, H, carries 0.110; number 55, H, carries 0.141; number 56, H, carries 0.095; number 57, H, carries 0.121; number 58, H, carries 0.134; number 59, H, carries 0.139; number 60, H, carries 0.083; number 61, H, carries 0.141; number 62, H, carries 0.137; number 63, H, carries 0.134; number 64, H, carries 0.091; number 65, C, carries -0.044; number 66, C, carries -0.213; number 67, O, carries -0.241; number 68, P, carries 0.706; number 69, O, carries -0.283; number 70, C, carries -0.224; number 71, C, carries -0.047; number 72, O, carries -0.294; number 73, C, carries -0.222; number 74, C, carries -0.049; number 75, H, carries 0.101; number 76, H, carries 0.066; number 77, H, carries 0.094; number 78, H, carries 0.094; number 79, H, carries 0.137; number 80, H, carries 0.124; number 81, H, carries 0.110; number 82, H, carries 0.092; number 83, H, carries 0.098; number 84, H, carries 0.076; number 85, H, carries 0.128; number 86, H, carries 0.110; number 87, H, carries 0.082; number 88, H, carries 0.099; number 89, H, carries 0.073

***

Record 6
Computed, not measured: C3H3NO2 in the gas phase, with ωB97M-V/def2-TZVPD.

Cartesian coordinates (Å):
O1 2.146 0.210 -0.072
C1 0.867 0.179 -0.078
C2 -0.329 0.968 -0.017
C3 -1.307 0.028 0.068
O2 -0.847 -1.239 0.056
N1 0.519 -1.094 -0.085
H1 -0.443 2.040 -0.012
H2 -2.383 0.109 0.142
H3 1.777 -1.201 -0.001

Properties
SMILES: O=c1cco[nH]1
Frontier orbital gap: 10.41 eV
Energy above the lowest of the compared OMol25 structures with the same formula, charge and spin: 4.4408 eV
E_HOMO: -9.546 eV

Need the natural (NBO) charges? In units of e they are: number 1, O, carries -0.660; number 2, C, carries 0.525; number 3, C, carries -0.405; number 4, C, carries 0.182; number 5, O, carries -0.259; number 6, N, carries -0.337; number 7, H, carries 0.251; number 8, H, carries 0.216; number 9, H, carries 0.487

***

| no. | DFT total energy (eV) |
| --- | --- |
| 1 | -3611.64531 |
| 2 | -76425.20733 |
| 3 | -8738.17373 |
| 4 | -16618.20298 |
| 5 | -88044.27312 |
| 6 | -8740.69039 |